The following is a DFT calculation (ωB97M-V/def2-TZVPD) of C15H18N3O4Ti as an isolated structure in a non-equilibrium geometry.

XYZ file:
```
41
Properties=species:S:1:pos:R:3:lowdin_charge:R:1
Ti -0.442 0.988 -0.205 0.9166
O 1.061 3.384 -1.934 0.0349
O -0.175 1.494 -2.018 -0.1401
O -1.829 2.347 -0.198 -0.1568
O -0.795 4.356 -0.030 0.0465
N 2.392 1.387 1.017 -0.1265
N 0.383 0.735 1.839 -0.0245
N -2.196 -0.330 0.324 -0.3355
C -3.088 0.158 1.377 -0.0855
C 0.208 -0.956 -0.777 -0.1686
C -1.679 -1.675 0.655 -0.1658
C -2.916 -0.364 -0.968 -0.0684
C 2.539 0.126 1.532 -0.0904
C 1.314 -1.305 -1.563 -0.1111
C 0.989 -3.662 -1.173 -0.1232
C 0.084 2.734 -1.601 -0.5931
C 1.049 1.754 1.179 -0.2747
C 1.717 -2.625 -1.751 -0.1173
C 3.376 2.153 0.282 -0.0181
C -0.502 -2.032 -0.223 -0.2604
C -0.135 -3.363 -0.412 -0.0732
C -0.921 3.261 -0.542 -0.6014
C 1.334 -0.249 2.038 -0.1671
H 1.876 -0.512 -2.051 0.0929
H 3.904 2.854 0.933 0.0836
H -3.253 0.638 -1.211 0.0862
H 0.812 2.806 1.338 0.1339
H -0.721 -4.167 0.029 0.0971
H -2.242 -0.706 -1.748 0.0914
H 1.287 -4.694 -1.325 0.0838
H -3.420 1.160 1.124 0.0806
H -3.774 -1.043 -0.916 0.0891
H 2.875 2.705 -0.511 0.0768
H 3.466 -0.419 1.447 0.1116
H 1.080 -1.202 2.476 0.0994
H 4.099 1.471 -0.163 0.0863
H -1.369 -1.637 1.702 0.1148
H -2.535 0.200 2.314 0.0851
H 2.588 -2.851 -2.360 0.0849
H -3.954 -0.505 1.493 0.0857
H -2.488 -2.415 0.581 0.1205
```

Calculated values
**LUMO (spin up / spin down)**: 2.94 / 2.94 eV
**2S+1**: 3
**Total charge**: -1
**<S²>**: 2.020
**E**: -51624.8879 eV
**Molar mass**: 352.2 Da